{"formula": "C17H19O", "method": "the ωB97M-V functional and the def2-TZVPD basis", "symbols": ["C", "C", "C", "C", "C", "C", "C", "C", "C", "C", "C", "C", "C", "C", "C", "C", "C", "H", "H", "H", "H", "H", "H", "H", "H", "H", "H", "H", "H", "H", "H", "H", "H", "H", "O", "H", "H"], "coordinates": [[6.273, -2.001, 1.656], [4.965, -1.278, 1.776], [4.924, 0.122, 1.774], [3.709, 0.796, 1.805], [2.498, 0.094, 1.911], [1.209, 0.827, 1.978], [-0.063, 0.139, 1.987], [-1.280, 0.758, 1.992], [-2.538, 0.062, 1.908], [-3.761, 0.786, 1.843], [-4.980, 0.133, 1.739], [-5.043, -1.267, 1.708], [-6.369, -1.952, 1.616], [-3.851, -2.000, 1.768], [-2.623, -1.359, 1.874], [2.547, -1.311, 1.977], [3.765, -1.984, 1.890], [6.106, -3.081, 1.620], [6.806, -1.702, 0.746], [6.936, -1.782, 2.502], [5.863, 0.679, 1.743], [3.691, 1.887, 1.749], [1.214, 1.818, 1.523], [-0.023, -0.949, 1.959], [-1.330, 1.851, 2.034], [-3.718, 1.876, 1.876], [-5.909, 0.703, 1.681], [-6.241, -3.037, 1.577], [-7.000, -1.709, 2.481], [-6.923, -1.636, 0.722], [-3.897, -3.091, 1.733], [-1.712, -1.955, 1.933], [1.631, -1.889, 2.096], [3.784, -3.074, 1.916], [1.426, 1.636, 3.661], [0.702, 1.434, 4.287], [1.425, 2.613, 3.595]], "nbo_charge": [-0.6446, 0.0571, -0.2130, -0.1527, -0.0885, 0.1473, -0.3547, -0.0035, -0.1857, -0.1213, -0.2226, 0.0624, -0.6456, -0.2396, -0.0758, -0.1646, -0.2063, 0.2268, 0.2394, 0.2400, 0.2315, 0.2135, 0.2109, 0.2198, 0.2102, 0.2167, 0.2301, 0.2258, 0.2392, 0.2391, 0.2275, 0.1983, 0.2139, 0.2289, -0.7927, 0.5200, 0.5127], "total_energy_ha": -734.15372, "e_homo_ev": -11.62, "charge": 1, "e_above_lowest_ev": 0.0000}